[1]
# C41H64GeIN5OP3Pb

C41H64GeIN5OP3Pb as an isolated structure (the ωB97M-V functional and the def2-TZVPD basis, OMol25).

As for the net charge: +4. The calculation puts the HOMO energy (alpha / beta) at -17.9 / -17.9 eV. The calculation puts the total energy at -5539.886151 Eh. The spin multiplicity is 2. The LUMO energy (alpha / beta) is -11.04 / -12.81 eV. The HOMO-LUMO gap (alpha / beta) is 6.88 / 5.12 eV. As for the strongest force on any atom: 0.0581 hartree/bohr. The molecular weight is 1142.6 g/mol.

Element x y z (Å)
Pb  1.5205  -1.3608  -1.8794
I  1.7749  -2.7183  -5.1478
Ge  -0.4445  0.7635  1.2251
P  -1.4863  -1.4239  -1.9330
P  1.9554  -1.5493  1.3060
P  1.4526  2.0378  -1.6279
O  1.0226  -3.7993  -2.0359
N  0.0677  -0.2708  2.7924
N  0.2974  2.3259  0.8341
N  0.5946  -5.8120  -2.9348
N  -1.8704  -0.0299  0.4399
N  -1.6545  1.6080  2.5263
C  4.3167  -0.2270  0.9208
C  -2.0670  -3.0603  -1.4059
C  -3.5732  -0.6267  -3.6674
C  -0.3627  2.5445  -3.6581
C  -2.0777  -1.0867  -3.5647
C  -0.6574  3.3403  1.2246
C  -0.9260  1.5458  3.8222
C  -3.5614  -3.2391  -1.6489
C  -4.8138  -0.2202  3.4115
C  -0.4344  2.2306  6.0144
C  0.1779  0.9999  6.2265
C  3.4017  -0.6905  2.0518
C  -4.0206  -0.9950  1.2575
C  0.6511  -1.5695  2.6126
C  0.3504  0.0638  5.2606
C  -2.8634  0.7444  2.5021
C  -2.3146  -0.1464  -0.9519
C  -1.5153  5.5836  1.0601
C  0.6167  4.6391  -2.5412
C  2.3579  -3.3008  1.2834
C  -1.7463  3.0449  2.0705
C  2.2686  -4.4121  -3.9755
C  -2.6889  5.2186  1.7816
C  -0.1676  0.3286  3.9732
C  3.0914  2.5332  -2.3480
C  -1.7939  -2.3219  -4.3521
C  0.1525  3.1661  -2.3653
C  -1.6269  -3.3908  0.0379
C  -0.5395  4.6605  0.7755
C  -2.9180  -0.1105  1.4055
C  -4.9683  -1.0239  2.3011
C  3.6402  3.9328  -1.9848
C  1.2159  -4.6476  -2.9164
C  3.2459  2.3385  -3.8891
C  -2.7605  3.9454  2.3273
C  -1.0785  2.5052  4.8029
C  3.5771  -3.6124  0.4362
C  1.5528  2.6996  0.1082
C  3.0271  0.4585  3.0012
C  -3.7408  0.6854  3.5601
C  2.5490  -3.9540  2.6572
H  3.5107  -3.3118  -0.6193
H  2.6020  0.0552  3.9192
H  -1.4801  -0.2444  -4.0050
H  3.3456  -3.4534  3.2178
H  -3.5033  5.8794  1.8930
H  -1.6748  -2.0997  -5.4337
H  -1.5526  -3.7506  -2.0647
H  -3.9729  -3.9636  -0.9385
H  0.2145  4.9518  0.0239
H  -1.6627  3.3934  4.6538
H  -1.0118  1.7262  -3.4328
H  4.6905  3.8030  -1.9881
H  3.9198  -1.4216  2.6226
H  -3.6560  1.3245  4.4205
H  1.3684  4.7266  -3.3202
H  -0.9463  3.2861  -4.1829
H  2.4939  2.3799  0.6523
H  4.4667  -3.1536  0.8169
H  3.9907  0.8863  3.2273
H  3.7822  -4.6693  0.3892
H  -4.2563  -1.4370  -3.3726
H  2.3635  1.2387  2.5973
H  -4.0910  -1.6410  0.4353
H  -3.6688  3.6201  2.8245
H  0.6369  0.8550  7.1936
H  -1.4321  6.5610  0.6556
H  -2.2165  0.7754  -1.5171
H  0.6571  -6.4319  -3.7492
H  -5.8557  -1.6841  2.1849
H  1.4703  -3.7683  0.7788
H  4.3297  2.6561  -4.1737
H  3.4051  4.7360  -2.6362
H  2.6456  3.0107  -4.5099
H  3.2445  -4.2725  -3.5419
H  0.0062  -6.0896  -2.1563
H  1.1070  4.9499  -1.5963
H  -4.2237  -2.3476  -1.4201
H  3.7636  1.8157  -1.8301
H  2.3446  -5.2592  -4.6928
H  1.0482  -1.9169  3.5710
H  -3.7523  0.3219  -3.2028
H  2.7846  -5.0096  2.4759
H  -3.4221  -0.3601  -0.9240
H  1.6618  -3.9160  3.2579
H  -5.5547  -0.2958  4.2131
H  -0.6044  -3.0226  0.1664
H  -0.5053  2.9625  6.8272
H  0.9165  -0.8511  5.4151
H  4.6255  -1.1062  0.3368
H  1.6254  3.7977  0.1667
H  0.3801  2.1829  -4.3110
H  -3.7776  -0.4325  -4.7206
H  -0.6254  3.1225  -1.5921
H  -0.9530  -2.9034  -4.0232
H  -0.2239  5.3634  -2.7948
H  -3.8172  -3.5943  -2.6409
H  3.3448  4.2673  -0.9896
H  5.2534  0.2171  1.2882
H  -2.6468  -2.9465  -4.3368
H  3.8348  0.5388  0.2703
H  -0.1601  -2.2821  2.2568
H  -1.5937  -4.4478  0.1867
H  3.0287  1.3430  -4.2384
H  -2.2289  -3.0093  0.8343

[2]
# CHCl2OPS

An isolated molecule of CHCl2OPS (the ωB97M-V functional and the def2-TZVPD basis, OMol25).

The calculation puts the HOMO energy (alpha / beta) at -9.8 / -9.8 eV. The calculation puts the total energy at -1773.775705 Eh. The LUMO energy (alpha / beta) is -3.06 / -3.05 eV. The HOMO-LUMO gap (alpha / beta) is 6.79 / 6.79 eV. The energy relative to the best compared isomer or geometry (same formula, charge and spin) is 91.5 kcal per mole. As for the strongest force on any atom: 0.0767 hartree/bohr. The molecular weight is 163.0 g/mol.

Element x y z (Å)
Cl  -0.3843  -2.1964  0.1701
Cl  -0.8308  0.7827  2.1583
S  1.6706  0.9939  0.1586
P  -0.1987  0.9041  0.0993
O  -0.9886  2.0491  -0.3623
C  -0.0808  -1.0723  -0.8903
H  0.8126  -1.4612  -1.3337

[3]
# C6H18AlF3N4O5PS2

C6H18AlF3N4O5PS2 as an isolated structure (the ωB97M-V functional and the def2-TZVPD basis, OMol25).

As for the net charge: +1. The calculation puts the HOMO energy at -11.6 eV. The calculation puts the total energy at -2513.682602 Eh. The LUMO energy is -10.26 eV. The HOMO-LUMO gap is 1.37 eV. The energy relative to the best compared isomer or geometry (same formula, charge and spin) is 100.9 kcal per mole. As for the strongest force on any atom: 0.1781 hartree/bohr. The molecular weight is 405.3 g/mol.

Element x y z (Å)
S  5.7759  -4.6828  2.4520
S  4.9329  -5.9460  4.1359
P  -1.2290  1.1819  -0.9535
Al  0.1533  -6.0926  -0.1759
F  3.7630  -7.0666  4.0810
F  -4.4573  -6.4529  -0.2307
F  5.3942  -3.9226  1.0893
O  6.1163  -3.5323  3.3542
O  -0.5600  -0.1487  -0.9490
O  6.0057  -6.9395  4.1849
O  6.8761  -5.4778  1.9180
O  4.6134  -5.2181  5.3149
N  -1.0855  2.1703  -2.3590
N  -0.6290  2.1813  0.3527
N  4.3789  -5.3678  2.6305
N  -2.9065  1.1397  -0.8256
C  -1.8508  3.3768  -2.6802
C  0.1503  2.1467  -3.1188
C  0.2988  1.5553  1.3680
C  -3.6843  1.9191  0.1844
C  -0.4853  3.6483  0.2399
C  -3.7046  0.5255  -1.9378
H  -1.3960  4.0881  -0.1666
H  -3.1277  -0.2297  -2.4717
H  0.0594  2.5978  -4.1069
H  -0.0369  1.8848  2.3513
H  -1.2699  4.2578  -2.4072
H  0.2375  0.4672  1.3918
H  -4.7517  1.6989  0.1658
H  -0.4509  4.1020  1.2304
H  1.3230  1.8307  1.1166
H  -3.3642  1.6998  1.2030
H  0.9276  2.6987  -2.5903
H  -1.9812  3.3475  -3.7620
H  -4.1475  1.1937  -2.6763
H  0.4998  1.1492  -3.3852
H  -4.5196  -0.0758  -1.5351
H  -3.4369  2.9721  0.0504
H  0.3593  4.0002  -0.3524
H  -2.7904  3.3196  -2.1308

[4]
# C15H24N4O3

C15H24N4O3 as an isolated structure (the ωB97M-V functional and the def2-TZVPD basis, OMol25).

The calculation puts the HOMO energy at -7.0 eV. The calculation puts the total energy at -1030.106811 Eh. The LUMO energy is 0.42 eV. The HOMO-LUMO gap is 7.47 eV. The energy relative to the best compared isomer or geometry (same formula, charge and spin) is 412.7 kcal per mole. As for the strongest force on any atom: 0.3814 hartree/bohr. The molecular weight is 308.4 g/mol.

Element x y z (Å)
O  1.7012  -4.4419  0.7785
O  4.4276  -2.0549  3.3770
O  -2.3357  1.4819  -0.2708
N  3.2357  -3.2401  1.8852
N  -1.2804  -0.2494  -0.5043
N  0.2793  -1.9449  1.2902
N  -1.3070  2.8024  -2.4839
C  -2.2440  4.7238  -1.2972
C  -1.6844  0.8021  -0.8342
C  -0.2143  -1.2394  -1.0892
C  -2.6512  2.8553  -2.8217
C  -3.0082  4.4340  -2.9184
C  -1.8652  -0.8704  0.8531
C  1.3024  -2.4213  2.0645
C  1.8838  -3.5477  1.4241
C  -0.6728  1.6330  -2.1477
C  -0.8785  3.8984  -1.6403
C  3.4314  -2.2820  2.7763
C  -0.8236  -1.0344  1.8180
C  0.8844  -1.3234  0.2420
C  4.3538  -4.1582  1.6524
C  1.9768  -1.5324  3.0992
H  5.0168  -3.7861  0.7641
H  0.1187  1.4331  -1.9503
H  -2.6878  2.6207  -3.8717
H  1.6322  -2.0844  -0.5271
H  -0.6553  -2.1142  -1.2271
H  -0.0166  -0.8513  -1.9577
H  -2.5182  -0.0882  1.0974
H  -0.4398  -0.2055  2.0007
H  -1.1489  -1.6108  2.5475
H  -2.8487  4.3479  -0.5479
H  -0.9049  0.9749  -2.8868
H  1.3506  -0.4631  0.1494
H  -2.4178  -1.8158  0.4599
H  -0.1950  4.5768  -1.9898
H  5.1053  -4.0478  2.3490
H  -0.6571  3.3725  -0.8034
H  -3.9045  4.5951  -2.8562
H  -2.4970  5.0134  -3.4684
H  4.0871  -5.3470  1.4083
H  -2.0030  5.9310  -1.1993
H  1.8052  -1.2378  4.0344
H  -3.3915  2.2840  -2.3944
H  2.0794  -0.7058  2.6185
H  0.5794  -3.0821  2.9978

[5]
# C20H22N2O3

An isolated molecule of C20H22N2O3 (the ωB97M-V functional and the def2-TZVPD basis, OMol25).

The calculation puts the HOMO energy at -8.0 eV. The calculation puts the total energy at -1110.598238 Eh. The LUMO energy is 0.71 eV. The HOMO-LUMO gap is 8.72 eV. The energy relative to the best compared isomer or geometry (same formula, charge and spin) is 18.4 kcal per mole. As for the SMILES: CCOc1ccc(N2C[C@@H](C(=O)NCc3ccccc3)CC2=O)cc1. As for the strongest force on any atom: 0.0123 hartree/bohr. The molecular weight is 338.4 g/mol.

Element x y z (Å)
O  1.5260  -2.0490  2.2366
O  -4.2505  0.1023  0.3689
O  3.9013  0.5703  -1.8161
N  3.0496  0.6512  0.2728
N  1.0153  -1.6554  0.0248
C  3.4397  0.0061  -0.8461
C  -1.4411  2.5872  0.0314
C  -2.9919  -0.3902  0.2072
C  -0.3309  -1.2628  0.1066
C  0.6654  2.1002  -1.0038
C  -0.7083  2.2310  -1.0882
C  3.1871  -1.5045  -0.8555
C  0.5801  2.6696  1.3207
C  -1.1496  -1.3403  -1.0133
C  -5.1894  -0.0044  -0.6816
C  -0.8648  -0.7542  1.2901
C  1.7117  -1.6940  -1.2480
C  -0.7943  2.8086  1.2343
C  -2.4638  -0.9083  -0.9686
C  -2.1728  -0.3318  1.3362
C  -5.7618  -1.4122  -0.8197
C  1.8339  -1.9685  1.0689
C  3.2346  -2.1879  0.5047
C  1.3219  2.3220  0.2010
C  2.8083  2.0836  0.2903
H  -1.3624  3.0847  2.1098
H  3.3979  -3.2626  0.3952
H  -6.2226  -1.7145  0.1171
H  1.0810  2.8373  2.2637
H  3.9973  -1.7999  1.1783
H  1.3556  -0.8975  -1.9051
H  1.5608  -2.6607  -1.7443
H  3.8594  -1.9471  -1.5915
H  -0.7753  -1.7484  -1.9391
H  -2.5137  2.6903  -0.0318
H  -4.7517  0.3344  -1.6290
H  -2.5883  0.0654  2.2482
H  -1.2081  2.0569  -2.0298
H  -3.0560  -0.9827  -1.8670
H  -6.5129  -1.4277  -1.6047
H  1.2428  1.8299  -1.8765
H  3.3291  2.5016  -0.5743
H  -4.9801  -2.1276  -1.0628
H  -5.9856  0.6923  -0.4039
H  2.6068  0.1368  1.0182
H  -0.2559  -0.7004  2.1761
H  3.2214  2.5082  1.2088